Computed, not measured: a cluster of 5 separate species, CH12N2O4 in total in a non-equilibrium geometry, with ωB97M-V/def2-TZVPD.

Element x y z (Å)
H: -2.02276 1.23961 -1.18132
N: -1.01342 1.28582 -1.08134
C: -0.44601 0.68147 -2.05357
N: 0.86328 0.89884 -2.34213
H: -1.07407 0.03917 -2.66290
H: 1.21946 1.70142 -1.85005
H: 1.46083 0.11456 -2.51927
O: 1.62508 0.23059 2.32310
H: 0.78638 0.70720 2.44169
H: 2.29109 0.87962 2.07371
O: -1.49508 -2.01679 0.14385
H: -1.60218 -1.56826 0.98996
H: -0.83347 -1.48247 -0.30977
O: -1.05584 0.65348 1.94286
H: -0.90445 0.99789 1.04798
H: -1.91971 0.99882 2.20947
O: 1.21924 -1.38413 0.05799
H: 2.06366 -1.45760 -0.41216
H: 1.53002 -0.95250 0.88206

Atoms 1-6, force components in eV/Å:
H -0.03 -0.41 0.20
N 0.09 0.78 -0.04
C -0.93 0.22 0.75
N -0.36 0.05 -0.30
H 0.57 -0.36 -0.56
H 0.41 -0.28 0.25

- molar mass (Da) = 116.12
- SMILES = [H]/N=C/N.O.O.O.O
- calculated total energy (eV) = -12402.033
- LUMO energy (eV) = 0.52
- spin multiplicity = 1
- ΔE to the lowest compared entry with this formula, charge and spin (kJ/mol) = 78.0
- HOMO level (eV) = -9.8
- net charge = 0